C22H22BClF9NO9 | ωB97M-V with the def2-TZVPD basis set

Structure (XYZ):
```
65
Properties=species:S:1:pos:R:3:forces:R:3:lowdin_charge:R:1
N 8.103 1.012 -1.413 -0.9 0.1 -0.1 0.155
B 7.368 2.241 -1.089 0.3 -0.3 0.0 -0.575
O 8.005 3.437 -1.177 0.0 0.0 -0.1 0.172
C 5.856 2.206 -0.641 -0.1 0.1 0.3 -0.076
C 5.425 2.624 0.621 0.0 0.0 -0.3 -0.042
C 4.086 2.551 0.992 0.0 0.0 -0.3 -0.570
Cl 3.663 3.064 2.582 0.0 0.0 0.1 0.746
C 3.136 2.053 0.103 0.2 -0.1 -0.1 -0.100
C 3.567 1.637 -1.166 0.1 0.1 0.1 -0.083
C 4.900 1.715 -1.537 -0.1 0.1 0.2 0.035
C 2.562 1.070 -2.116 -0.1 0.1 0.1 -0.326
O 2.671 1.184 -3.316 0.1 -0.2 -0.1 0.107
C 1.416 0.367 -1.478 0.1 0.1 0.2 0.036
C 0.995 0.775 -0.281 0.2 -0.3 -0.2 0.039
C 1.673 1.919 0.400 -0.1 0.1 -0.1 -0.341
O 1.056 2.697 1.087 0.0 -0.2 0.1 0.103
H 7.616 0.206 -1.034 0.1 -0.1 -0.1 0.070
H 8.138 0.851 -2.416 0.5 0.1 0.0 0.080
H 8.932 3.293 -1.403 0.0 0.1 0.0 0.109
H 6.136 3.015 1.338 0.0 0.0 0.0 0.116
H 5.188 1.388 -2.529 0.0 0.0 0.0 0.127
H 0.954 -0.446 -2.024 -0.1 0.1 -0.1 0.124
H 0.159 0.308 0.221 -0.1 0.2 0.0 0.108
C 2.063 3.148 -5.901 -0.1 0.1 -0.1 -0.060
C 3.257 2.473 -6.532 0.1 0.0 0.3 -0.189
O 3.040 2.235 -7.944 0.0 0.0 -0.1 0.035
C 3.293 3.249 -8.751 0.0 -0.1 0.0 -0.409
O 3.687 4.339 -8.458 0.0 0.0 0.0 0.169
C 3.049 2.817 -10.215 0.0 0.1 0.1 -0.553
F 1.919 2.118 -10.337 0.0 0.0 -0.1 0.168
F 4.066 2.048 -10.628 0.0 0.0 0.0 0.164
F 2.979 3.882 -11.005 0.0 0.0 -0.1 0.174
H 1.162 2.558 -6.066 0.0 0.0 0.1 0.087
H 2.227 3.238 -4.829 0.0 0.0 0.0 0.067
H 1.903 4.143 -6.317 0.1 0.0 0.0 0.080
H 3.416 1.487 -6.104 0.0 0.0 -0.1 0.119
H 4.166 3.059 -6.406 0.0 0.1 -0.1 0.125
C -3.660 -0.154 4.259 0.1 -0.1 0.0 -0.055
C -4.387 -0.411 2.959 -0.2 0.2 0.2 -0.183
O -3.473 -0.883 1.940 0.0 -0.1 -0.1 0.036
C -3.202 -2.175 1.965 0.0 0.1 0.0 -0.406
O -3.613 -2.999 2.726 0.0 0.0 0.0 0.175
C -2.254 -2.523 0.796 -0.1 0.0 0.1 -0.547
F -1.277 -1.612 0.680 0.1 0.0 -0.1 0.150
F -2.940 -2.544 -0.352 0.0 0.0 -0.1 0.172
F -1.698 -3.712 0.982 0.0 0.0 0.0 0.180
H -2.840 0.548 4.105 0.0 0.0 0.0 0.084
H -4.349 0.268 4.989 0.0 0.0 0.0 0.080
H -3.250 -1.077 4.667 -0.1 0.0 0.0 0.080
H -4.806 0.507 2.553 0.1 0.0 -0.1 0.129
H -5.191 -1.131 3.077 0.1 -0.1 0.0 0.102
C -5.728 -6.088 7.187 0.1 0.1 -0.1 -0.058
C -7.080 -5.447 7.406 0.0 -0.3 0.1 -0.191
O -7.066 -4.059 7.001 0.0 0.0 0.0 0.033
C -7.247 -3.832 5.710 0.0 0.0 0.1 -0.404
O -7.429 -4.633 4.844 0.0 0.0 0.0 0.176
C -7.237 -2.310 5.448 0.1 -0.1 0.0 -0.545
F -6.251 -1.702 6.115 0.0 0.1 0.0 0.165
F -8.400 -1.775 5.836 0.0 0.1 0.0 0.172
F -7.073 -2.072 4.150 -0.1 0.1 0.0 0.166
H -4.952 -5.530 7.710 0.0 0.0 0.0 0.084
H -5.740 -7.109 7.566 0.0 0.0 0.0 0.083
H -5.476 -6.117 6.127 0.0 0.0 0.0 0.081
H -7.343 -5.422 8.460 0.0 0.1 0.0 0.125
H -7.867 -5.968 6.863 0.0 0.0 -0.1 0.125
```
Positions in Å, forces in eV/Å.

HOMO-LUMO gap ... 8.52 eV
SMILES ... NB(O)c1cc(Cl)c2c(c1)C(=O)C=CC2=O.CCOC(=O)C(F)(F)F.CCOC(=O)C(F)(F)F.CCOC(=O)C(F)(F)F
HOMO energy ... -9.72 eV

C22H22BaCl5N6O6S2 | ωB97M-V with the def2-TZVPD basis set

Structure (XYZ):
```
64
Properties=species:S:1:pos:R:3:forces:R:3:lowdin_charge:R:1
Ba 1.161 -0.564 -0.317 0.1 -0.2 0.2 1.823
Cl -2.283 -3.421 -0.188 0.4 -0.3 -0.2 0.582
C -0.790 -4.199 -0.892 -2.7 -2.4 1.4 -0.685
C 0.261 -3.439 -1.125 1.8 1.3 -0.6 -0.312
C 1.331 -4.129 -1.646 0.6 0.1 -0.1 -0.702
Cl 2.757 -3.086 -1.969 0.0 -0.7 -0.1 0.579
C 1.384 -5.511 -1.914 -0.3 1.4 -0.1 -0.755
Cl 2.689 -6.211 -2.739 0.8 -0.3 -0.3 0.682
C 0.262 -6.271 -1.617 -1.3 0.5 0.6 -0.705
Cl 0.214 -7.930 -2.127 -0.3 0.2 0.4 0.640
C -0.843 -5.615 -1.004 0.1 -0.2 -0.4 -0.643
Cl -2.247 -6.553 -0.446 1.0 0.5 -0.5 0.586
N -1.592 -0.316 -1.288 0.8 -0.2 0.4 -0.030
C -2.386 0.153 -0.173 -1.0 0.3 0.6 -0.315
C -3.723 0.813 -0.615 -1.2 -0.2 2.1 -0.158
C -3.581 1.880 -1.643 0.5 0.8 0.1 -0.199
C -3.508 3.309 -1.075 2.6 -0.6 0.7 -0.144
N -2.606 4.182 -1.918 -2.2 -0.5 0.3 0.030
C -1.267 3.847 -2.000 -1.1 0.9 1.1 -0.580
N -0.651 3.924 -3.094 1.8 -0.2 -0.6 0.128
N -0.612 3.644 -0.794 0.7 -1.8 -0.6 0.179
C -1.670 1.025 0.910 1.7 0.0 -0.6 -0.686
O -2.329 1.660 1.712 -1.3 0.5 0.4 0.016
O -0.389 1.010 0.933 -0.2 -0.3 -0.6 -0.311
H -1.404 0.414 -1.963 0.1 -0.3 -0.2 0.048
H -1.878 -1.207 -1.712 0.0 0.7 0.3 0.058
H -2.622 -0.703 0.473 -0.2 -0.1 -0.4 0.112
H -4.203 1.304 0.282 0.5 -0.8 -0.6 0.126
H -4.400 0.014 -0.910 -0.1 -0.1 -0.3 0.108
H -4.257 1.866 -2.439 -1.8 -0.3 -1.1 0.090
H -2.699 1.615 -2.181 1.1 0.6 -0.4 0.083
H -3.012 3.135 -0.080 -0.7 0.8 -0.7 0.102
H -4.453 3.804 -0.888 -0.2 0.0 -0.2 0.112
H -3.034 4.268 -2.857 0.6 0.0 0.8 0.127
H -1.266 4.237 -3.816 -0.2 0.0 -0.7 0.055
H 1.034 3.301 -2.880 -0.4 1.3 -1.1 0.059
H -1.180 3.173 -0.102 -0.2 0.4 0.3 0.056
H 0.134 2.940 -0.965 -0.4 0.9 0.2 0.079
C 1.978 3.553 1.866 -0.2 -1.4 -2.2 -0.070
C 1.666 2.435 2.789 -0.6 0.8 -0.2 -0.645
N 1.954 1.197 2.582 0.7 0.3 0.9 0.082
C 1.649 0.447 3.727 0.4 0.0 -2.7 -0.337
C 0.949 1.109 4.654 -0.2 -0.1 1.0 -0.349
S 0.734 2.758 4.221 0.5 -0.5 -0.1 1.058
C 2.146 -0.932 3.619 1.0 -1.0 1.3 -0.345
C 3.031 -1.490 4.506 -0.2 0.1 0.8 -0.322
S 3.133 -3.203 4.176 0.6 0.5 0.3 1.028
C 2.152 -3.024 2.761 1.1 1.7 1.5 -0.652
N 1.790 -1.792 2.619 -1.6 0.5 -1.3 0.033
C 1.712 -4.165 1.985 -0.6 -1.2 -0.6 -0.070
H 1.884 3.144 0.832 -0.5 0.2 0.6 0.085
H 3.005 3.824 1.793 1.0 0.4 0.8 0.070
H 1.358 4.417 1.932 -0.5 0.5 0.3 0.066
H 0.578 0.710 5.578 -0.1 0.0 0.2 0.072
H 3.555 -0.947 5.343 -0.8 -1.0 -1.0 0.099
H 2.117 -5.094 2.410 -0.4 0.2 -0.1 0.085
H 1.935 -4.179 0.923 0.5 0.4 -0.1 0.064
H 0.620 -4.135 1.993 -0.1 -0.4 0.2 0.099
O 4.188 1.324 -3.285 1.6 -0.1 -1.1 0.076
C 3.345 1.100 -2.465 -1.9 1.1 0.7 -0.682
O 3.299 0.428 -1.407 0.5 -0.8 0.6 -0.255
C 1.976 1.848 -2.647 -0.4 -2.6 0.1 -0.445
O 1.999 3.087 -3.009 -0.5 0.0 0.5 0.147
O 0.904 1.217 -2.429 1.2 1.2 0.0 -0.129
```
Positions in Å, forces in eV/Å.

HOMO-LUMO gap ... 8.17 eV
HOMO energy ... -6.13 eV
Total charge ... -1

C22H22CdF10N3O6S2 | ωB97M-V with the def2-TZVPD basis set

Structure (XYZ):
```
66
Properties=species:S:1:pos:R:3:forces:R:3:lowdin_charge:R:1
Cd 0.683 -0.091 0.504 0.3 -0.2 0.4 1.462
C 0.470 -1.670 3.858 0.0 0.0 0.0 -0.110
N 0.229 -0.328 3.343 0.0 -0.1 0.0 -0.301
C -1.057 0.172 3.813 0.0 0.0 -0.1 -0.106
C 1.313 0.577 3.746 -0.1 0.0 0.0 -0.215
C 1.406 1.751 2.788 0.0 -0.1 -0.3 -0.243
N 1.978 1.280 1.532 0.4 0.5 -0.1 -0.102
C 3.160 1.733 1.051 -0.2 0.0 0.1 -0.192
C 3.743 1.059 -0.052 -0.1 -0.1 0.0 -0.165
F 3.071 0.000 -0.565 0.0 -0.1 0.0 0.024
C 4.943 1.388 -0.625 0.0 0.0 0.0 -0.236
F 5.386 0.649 -1.657 0.0 0.0 0.0 0.081
C 5.707 2.442 -0.163 0.1 0.0 -0.1 0.034
C 5.168 3.138 0.894 0.0 0.0 0.0 -0.236
F 5.844 4.193 1.392 0.0 0.0 0.0 0.069
C 3.956 2.826 1.477 0.0 0.0 0.0 -0.142
F 3.565 3.650 2.481 -0.1 -0.1 0.1 0.053
H 0.538 -1.678 4.958 0.0 0.0 0.0 0.086
H 1.397 -2.059 3.439 0.0 0.0 0.0 0.086
H -0.339 -2.337 3.560 0.0 0.0 0.0 0.072
H -1.053 0.336 4.903 0.0 0.0 0.0 0.086
H -1.842 -0.547 3.576 0.0 0.0 0.0 0.074
H -1.305 1.115 3.324 0.0 0.0 0.0 0.075
H 2.255 0.030 3.700 0.0 0.0 0.0 0.119
H 1.169 0.921 4.785 -0.1 -0.1 0.0 0.118
H 1.952 2.564 3.242 0.2 0.1 0.1 0.104
H 0.393 2.120 2.601 0.0 0.1 0.0 0.080
H 6.660 2.704 -0.600 -0.1 0.0 0.0 0.124
F -1.905 4.938 -0.973 -0.1 0.1 0.0 0.148
C -2.074 3.797 -0.317 0.1 -0.2 -0.1 -0.688
F -3.075 3.118 -0.872 -0.1 0.0 0.0 0.140
F -2.388 4.063 0.954 -0.1 0.1 -0.1 0.135
S -0.515 2.829 -0.306 0.0 -0.2 -0.1 0.587
O -0.954 1.572 0.308 0.1 0.4 0.0 -0.399
O 0.368 3.693 0.405 0.1 -0.1 0.0 -0.250
N -0.112 2.699 -1.821 -0.2 -0.2 0.1 -0.276
S -0.018 1.337 -2.625 0.4 0.0 0.3 0.608
O 0.691 1.546 -3.842 0.0 0.1 0.0 -0.250
O 0.370 0.199 -1.802 -0.3 0.3 -0.4 -0.374
C -1.740 0.963 -3.180 0.2 0.0 0.1 -0.671
F -2.470 0.463 -2.190 0.0 0.3 0.0 0.147
F -1.694 0.085 -4.178 0.0 0.1 -0.1 0.146
F -2.312 2.084 -3.625 -0.1 0.0 0.0 0.136
C -4.473 -1.912 -3.305 0.1 0.0 0.1 -0.051
C -3.230 -2.239 -2.517 -0.1 -0.2 0.0 -0.294
C -2.043 -2.563 -3.155 0.0 -0.1 0.0 -0.035
C -0.874 -2.821 -2.450 0.1 0.0 0.0 -0.203
C 0.385 -3.176 -3.202 -0.1 0.1 0.1 -0.025
C -0.895 -2.743 -1.052 -0.2 0.0 0.1 -0.085
C -2.093 -2.461 -0.386 0.0 0.0 0.0 -0.210
C -2.169 -2.476 1.121 0.0 0.0 -0.1 -0.039
C -3.241 -2.212 -1.129 0.0 -0.1 0.0 -0.027
C 0.354 -3.075 -0.261 0.4 0.2 -0.2 -0.622
O 0.865 -4.173 -0.416 -0.1 -0.1 0.2 0.049
O 0.844 -2.160 0.525 -0.4 -0.5 -0.1 -0.189
H -4.422 -2.324 -4.313 0.0 0.0 0.0 0.074
H -4.598 -0.829 -3.393 0.0 0.0 0.0 0.074
H -5.366 -2.307 -2.815 0.0 0.0 0.0 0.074
H -2.019 -2.614 -4.240 0.0 0.0 0.0 0.114
H 0.163 -3.357 -4.254 0.0 0.0 0.0 0.074
H 0.847 -4.061 -2.772 0.0 0.0 0.0 0.073
H 1.117 -2.367 -3.141 0.0 0.0 0.0 0.088
H -1.747 -3.403 1.517 0.0 0.0 0.0 0.092
H -3.204 -2.393 1.454 0.0 0.0 0.0 0.077
H -1.592 -1.658 1.552 0.0 0.0 0.1 0.038
H -4.170 -2.000 -0.608 0.0 0.0 0.0 0.114
```
Positions in Å, forces in eV/Å.

HOMO-LUMO gap ... 7.45 eV
HOMO energy ... -4.87 eV
Total charge ... -1